Entry one
19
Properties=species:S:1:pos:R:3 method="wB97M-V/def2-TZVPD" orbital_gap_ev=9.343 lumo_ev=0.816 molar_mass_g_mol=142.227
C 1.619 0.276 0.660
C -0.034 -1.534 0.563
C -1.148 -0.845 1.331
C -0.642 0.834 -0.667
C 0.780 -0.501 -0.193
C -0.295 2.208 -0.172
N 2.281 0.908 1.351
N 1.364 -0.913 -1.406
S -2.094 0.102 0.087
H 0.608 -2.090 1.254
H -0.470 -2.233 -0.156
H -1.829 -1.551 1.802
H -0.755 -0.155 2.079
H -0.691 0.749 -1.748
H 0.644 2.547 -0.606
H -0.208 2.231 0.914
H -1.081 2.905 -0.465
H 1.276 -1.893 -1.612
H 2.287 -0.550 -1.588

---

Entry two
19
Properties=species:S:1:pos:R:3 method="wB97M-V/def2-TZVPD" orbital_gap_ev="8.132 / 7.396" lumo_ev="-0.375 / -0.141" molar_mass_g_mol=142.227
C 1.736 0.913 -0.879
C 0.029 -0.161 1.263
C 2.178 -0.079 0.267
C -0.620 -0.723 0.071
C -0.260 -1.862 -0.810
C -2.224 1.422 0.511
N 1.305 0.039 1.413
N 0.565 0.983 -1.209
S -2.313 -0.246 -0.144
H 2.455 1.629 -1.319
H -0.547 0.211 2.067
H 2.325 -1.042 -0.260
H 3.050 0.261 0.785
H -0.267 -2.713 -0.216
H 0.626 -1.823 -1.452
H -1.100 -1.987 -1.566
H -2.120 1.512 1.595
H -3.196 1.791 0.088
H -1.624 1.872 -0.204

---

Quick look at relative energies in eV: entry one 0.000; entry two 3.221.

---

Entry one
18
Properties=species:S:1:pos:R:3 method="wB97M-V/def2-TZVPD" orbital_gap_ev=9.393 lumo_ev=0.430 molar_mass_g_mol=134.204
C -0.289 1.691 -1.146
C 0.774 0.253 0.408
C 0.846 -0.118 1.900
C 0.320 -1.073 -0.376
H 0.656 2.384 -1.495
H -1.390 2.237 -1.176
H -0.457 0.756 -1.742
H 1.846 0.491 0.096
H 2.177 -0.599 1.816
H -0.133 -0.936 2.415
H 0.797 0.882 2.572
H 2.023 -1.807 -1.077
H -1.266 -2.148 -0.845
H -3.260 0.295 -0.460
N 0.927 -1.985 -0.962
N -1.033 -1.080 -0.551
O -0.178 1.290 0.107
S -2.359 -0.534 0.515

---

Entry two
18
Properties=species:S:1:pos:R:3 method="wB97M-V/def2-TZVPD" orbital_gap_ev=9.063 lumo_ev=0.891 molar_mass_g_mol=134.204
C -0.774 -0.266 -1.620
C 0.289 1.345 -0.086
C -0.422 -1.520 -0.763
C 0.397 0.077 1.219
N 0.224 0.731 -1.343
N 0.381 0.520 2.528
O -0.517 -2.317 1.879
S -0.961 -1.232 0.996
H -0.886 -0.470 -2.754
H -1.655 0.250 -1.371
H -0.561 1.992 0.296
H 1.141 1.979 -0.139
H -0.872 -2.565 -1.122
H 0.718 -1.711 -0.750
H 1.436 -0.430 1.179
H 1.187 0.501 -1.614
H -0.339 1.161 2.804
H 0.575 -0.205 3.181

---

Entry three
18
Properties=species:S:1:pos:R:3 method="wB97M-V/def2-TZVPD" orbital_gap_ev=4.718 lumo_ev=-3.098 molar_mass_g_mol=134.204
O -0.010 1.209 -0.854
C -0.258 -0.040 -0.310
N 0.822 -0.792 -0.169
C 1.992 -0.421 -0.886
N 2.983 -0.001 0.120
C -1.099 0.042 0.988
C -2.592 -0.026 0.661
S -3.070 0.980 -0.746
H -0.864 -0.629 -1.113
H 1.883 0.335 -1.601
H 2.431 -1.299 -1.346
H 2.637 0.409 0.971
H 3.732 -0.660 0.217
H -0.874 -0.821 1.618
H -0.841 0.977 1.500
H -3.111 0.199 1.594
H -2.857 -1.041 0.340
H -0.906 1.580 -0.986

---

Entry four
18
Properties=species:S:1:pos:R:3 method="wB97M-V/def2-TZVPD" orbital_gap_ev=5.698 lumo_ev=-2.367 molar_mass_g_mol=134.204
N 1.579 1.052 -0.086
C 0.610 0.382 -0.741
C 0.884 -0.940 -1.371
S 1.798 -1.911 -0.146
C -0.737 0.722 -0.237
N -1.693 -0.307 -0.116
C -1.474 -1.649 0.458
O -1.110 1.785 0.201
H 1.655 0.779 0.883
H 2.464 0.868 -0.551
H 0.910 3.862 1.392
H 1.456 -0.975 -2.297
H -0.106 -1.329 -1.619
H 0.544 3.489 1.922
H -2.428 0.143 0.412
H -2.070 -2.394 -0.069
H -0.447 -1.999 0.478
H -1.838 -1.578 1.486

---

Quick look at relative energies in eV: entry one 3.233; entry two 0.000; entry three 2.274; entry four 1.396.

---

Entry one
18
Properties=species:S:1:pos:R:3 method="wB97M-V/def2-TZVPD" smiles="CNC(=O)[C@@H](N)CS" orbital_gap_ev=9.558 lumo_ev=0.811 molar_mass_g_mol=134.204
C 1.161 -1.490 2.562
N 0.482 -0.242 2.271
C 0.031 0.367 1.121
O -0.284 1.537 1.236
C 0.005 -0.378 -0.270
N -0.335 -1.807 -0.315
C -0.910 0.473 -1.072
S -0.060 1.012 -2.589
H 1.888 -1.412 3.302
H 1.655 -1.824 1.628
H 0.435 -2.277 2.957
H 0.373 0.337 3.174
H 1.147 -0.325 -0.638
H -1.138 -2.085 0.045
H -0.203 -2.141 -1.283
H -1.860 0.022 -1.352
H -1.182 1.421 -0.519
H -0.641 0.304 -3.526

---

Entry two
18
Properties=species:S:1:pos:R:3 method="wB97M-V/def2-TZVPD" orbital_gap_ev=8.788 lumo_ev=0.250 molar_mass_g_mol=134.204
C 1.138 -1.320 -0.967
C 0.110 -0.164 -1.304
C -1.362 -0.705 -1.242
C 0.083 1.492 0.566
H 0.883 -1.810 0.072
H 2.104 -0.814 -1.220
H 0.834 -2.157 -1.723
H 0.215 0.071 -2.415
H -1.824 -0.284 0.066
H -2.174 -0.299 -2.379
H -1.176 -2.068 -1.319
H 0.357 -0.699 1.603
H 0.836 2.194 2.587
H -0.992 0.920 3.137
N 0.072 0.499 1.491
N 0.325 0.928 2.872
O 0.218 1.145 -0.842
S 0.353 3.071 1.020

---

Quick look at relative energies in eV: entry one 0.000; entry two 8.347.

---

Entry one
18
Properties=species:S:1:pos:R:3 method="wB97M-V/def2-TZVPD" smiles="NC[C@@H](CS)NC=O" orbital_gap_ev=9.378 lumo_ev=0.705 molar_mass_g_mol=134.204
N 1.095 -0.625 2.161
C 0.158 0.052 1.272
C 0.547 0.103 -0.216
C -0.287 -0.860 -1.147
S 0.203 -2.609 -0.985
N 0.182 1.455 -0.656
C -1.095 1.992 -0.694
O -2.027 1.483 -0.134
H 1.029 -1.607 2.349
H 1.994 -0.191 2.029
H 0.013 1.067 1.683
H -0.805 -0.443 1.424
H 1.584 -0.068 -0.480
H -1.322 -0.781 -0.843
H -0.058 -0.587 -2.157
H -1.009 -3.180 -1.075
H 0.924 2.008 -1.053
H -1.127 2.791 -1.479

---

Entry two
18
Properties=species:S:1:pos:R:3 method="wB97M-V/def2-TZVPD" smiles="[H]/N=C(/CO)N(S)CC" orbital_gap_ev=10.062 lumo_ev=0.542 molar_mass_g_mol=134.204
H -1.902 0.462 0.329
N -1.261 1.238 0.227
C -0.101 0.954 -0.223
C 0.872 2.128 -0.333
O 0.242 3.323 0.008
N 0.318 -0.312 -0.639
S 1.941 -0.622 -1.034
C -0.584 -1.466 -0.491
C -0.620 -2.034 0.927
H 1.738 1.950 0.312
H 1.269 2.154 -1.362
H -0.662 3.070 0.266
H 2.424 -0.870 0.194
H -1.572 -1.162 -0.847
H -0.233 -2.229 -1.195
H -0.929 -1.285 1.668
H -1.302 -2.878 0.984
H 0.364 -2.420 1.209

---

Quick look at relative energies in eV: entry one 0.000; entry two 0.066.

---

Entry one
11
Properties=species:S:1:pos:R:3 method="wB97M-V/def2-TZVPD" smiles="O=CO.CO" orbital_gap_ev=10.819 lumo_ev=0.478 molar_mass_g_mol=78.067
O -1.969 2.089 2.221
C -1.374 1.531 1.351
O -0.247 0.846 1.564
H -1.655 1.599 0.289
H -0.075 0.221 0.841
C 0.880 -1.426 -1.077
O 0.404 -0.092 -0.900
H 0.191 -2.108 -0.583
H 1.853 -1.535 -0.598
H 0.884 -1.688 -2.133
H 1.109 0.563 -0.973

---

Entry two
11
Properties=species:S:1:pos:R:3 method="wB97M-V/def2-TZVPD" smiles="CC(=O)O.O" orbital_gap_ev=10.923 lumo_ev=0.705 molar_mass_g_mol=78.067
C 0.924 -0.788 -0.201
C 0.960 0.065 0.915
O 0.486 0.111 2.067
O 1.913 1.040 0.597
H -0.118 -1.037 -0.516
H 1.592 -1.578 0.292
H 1.584 -0.518 -1.105
H 2.307 1.643 1.365
O -2.902 0.198 -0.963
H -3.087 0.463 -1.910
H -3.659 0.402 -0.542

---

Quick look at relative energies in eV: entry one 0.000; entry two 0.524.